# 1
Entry from the Open Molecules 2025 dataset: C28H53INO5PSSi as an isolated structure (ωB97M-V with the def2-TZVPD basis set).

XYZ file:
```
91
Properties=species:S:1:pos:R:3:forces:R:3:lowdin_charge:R:1
C 3.1169 -0.5698 4.7876 -0.1 -0.1 0.0 0.035
C 3.4857 0.6907 4.6121 0.0 -0.2 -0.7 -0.058
C 4.4585 0.9734 3.4988 0.0 -0.6 0.1 -0.487
O 5.5142 0.3770 3.4348 -0.8 0.9 -0.2 0.116
O 4.0219 1.8890 2.5935 0.6 0.1 1.1 -0.028
C 5.0170 2.8059 2.1118 0.0 0.8 -1.6 -0.155
C 4.6190 3.1731 0.6636 0.5 -0.4 0.7 -0.145
C 5.3729 2.3201 -0.3795 -1.0 0.3 -0.5 -0.177
C 4.4646 1.2169 -0.9846 1.1 0.0 0.1 -0.208
C 4.6160 -0.1249 -0.2387 -0.2 0.3 0.6 -0.237
C 3.3075 -0.7285 0.3252 0.7 0.3 -0.7 -0.264
Si 1.8881 -1.1108 -0.8803 -0.2 -0.9 1.9 0.497
C 1.4928 -2.9664 -0.6729 -0.5 0.4 -1.3 -0.280
C 0.2393 -3.3935 -1.5053 -0.3 -0.3 0.5 -0.255
C -0.8152 -4.1832 -0.6969 0.2 0.0 -0.1 -0.192
C -1.9250 -3.3135 -0.0752 0.0 0.0 -0.5 -0.227
C -3.3043 -3.4460 -0.7568 0.2 -0.5 0.1 -0.194
C -4.4900 -3.5765 0.2099 -0.1 0.8 -0.3 -0.195
C -4.4953 -2.5905 1.3964 -0.9 -0.4 0.2 -0.215
C -5.4125 -1.3804 1.2046 0.9 0.6 0.3 -0.219
C -4.8613 -0.3786 0.1665 -0.2 -0.2 0.7 -0.202
C -5.3169 1.0604 0.4630 -0.1 -0.3 -0.3 -0.210
C -5.5425 1.8909 -0.8105 -0.4 -0.1 0.6 -0.178
C -5.4784 3.4056 -0.5210 0.7 -1.2 -0.3 -0.125
N -4.0977 3.8665 -0.6215 -1.2 0.2 0.7 -0.116
C -3.2435 3.7649 -1.6613 -0.3 -0.7 -1.3 -0.124
C -2.0575 4.3010 -1.3137 1.1 0.6 0.4 -0.104
C -2.2075 4.7873 0.0115 1.5 0.3 -0.2 -0.110
C -3.4603 4.5060 0.3953 -0.7 0.1 0.8 -0.124
C 0.3427 -0.1533 -0.3102 0.9 0.7 -0.5 -0.699
I 0.0357 -0.7446 1.7647 -0.3 -0.1 -0.4 0.952
C 0.4553 1.3992 -0.4284 -0.6 0.1 0.6 -0.349
C 0.7993 2.1938 0.8364 0.4 0.6 -0.6 -0.187
P 2.3771 -0.8355 -3.0628 0.2 1.3 -1.9 0.125
O 3.9483 -1.2000 -3.3276 -0.5 -0.5 0.7 -0.253
O 1.5737 -1.8833 -4.0150 0.7 -0.4 1.1 -0.254
S 2.0621 0.9382 -3.7401 -0.2 0.0 0.2 0.306
H 2.6522 -0.9304 5.6958 -0.5 0.2 -0.2 0.065
H 3.2551 -1.2727 3.9745 0.6 -0.3 0.3 0.067
H 3.0827 1.5037 5.2031 0.5 0.1 0.2 0.110
H 6.0132 2.3734 2.0724 -0.1 -0.3 0.4 0.114
H 5.0471 3.7148 2.7160 -0.3 -0.3 0.4 0.124
H 3.5444 2.9981 0.6172 0.0 0.1 -0.2 0.087
H 4.7511 4.2396 0.4822 0.2 0.0 0.1 0.110
H 6.2742 1.8647 0.0319 0.0 0.1 0.1 0.106
H 5.6896 2.9912 -1.1804 0.1 -0.1 -0.1 0.104
H 3.4498 1.6118 -0.9795 -0.1 -0.3 -0.2 0.076
H 4.7895 1.0733 -2.0136 -0.4 0.0 -0.1 0.088
H 5.1746 -0.8467 -0.8375 -0.1 0.0 -0.2 0.096
H 5.2545 0.0733 0.6278 0.0 -0.2 0.0 0.090
H 2.9725 -0.0432 1.1061 -0.3 0.0 -0.1 0.031
H 3.5543 -1.6592 0.8458 -0.1 -0.1 -0.1 0.079
H 1.3798 -3.2226 0.3786 0.1 0.0 0.0 0.049
H 2.3275 -3.5144 -1.1170 0.3 0.0 0.5 0.039
H 0.5542 -4.0349 -2.3288 0.1 0.1 -0.1 0.090
H -0.2699 -2.5358 -1.9550 0.1 0.0 -0.1 0.088
H -1.2743 -4.9228 -1.3581 0.0 0.0 0.0 0.099
H -0.2815 -4.7463 0.0729 -0.1 -0.1 0.0 0.104
H -2.0089 -3.4940 0.9947 0.0 -0.1 0.0 0.092
H -1.6132 -2.2773 -0.1991 0.0 0.1 0.4 0.039
H -3.3042 -4.3396 -1.3878 0.0 0.0 -0.1 0.099
H -3.4561 -2.6051 -1.4364 -0.1 0.1 0.1 0.103
H -5.3931 -3.3575 -0.3717 -0.1 -0.2 0.0 0.105
H -4.6243 -4.6010 0.5557 0.4 -0.1 0.1 0.104
H -3.5099 -2.2238 1.6876 0.1 -0.1 -0.2 0.089
H -4.8767 -3.1372 2.2649 0.1 0.0 0.1 0.105
H -5.4182 -0.8438 2.1613 -0.1 -0.1 0.0 0.107
H -6.4511 -1.6577 1.0115 0.0 -0.1 -0.2 0.114
H -5.1635 -0.7071 -0.8309 0.2 0.2 -0.1 0.111
H -3.7719 -0.4145 0.2575 0.0 -0.1 -0.4 0.108
H -4.5911 1.5735 1.1007 0.1 -0.2 0.0 0.114
H -6.2376 0.9769 1.0493 -0.1 0.3 -0.1 0.109
H -4.7931 1.5758 -1.5354 -0.1 0.3 -0.2 0.100
H -6.5363 1.6385 -1.1884 0.1 0.0 -0.3 0.113
H -5.7400 3.5107 0.5287 -0.3 0.4 -0.1 0.114
H -6.1506 3.9620 -1.1710 0.1 0.2 0.0 0.119
H -3.4996 3.3165 -2.6066 -0.3 -0.1 0.1 0.121
H -1.1634 4.3548 -1.9099 0.0 0.0 -0.2 0.097
H -1.4670 5.2734 0.6217 0.1 0.0 0.0 0.093
H -3.9169 4.7270 1.3444 -0.3 -0.1 -0.1 0.117
H -0.4980 -0.4675 -0.9270 -0.2 -0.2 0.4 0.036
H -0.5301 1.7487 -0.7387 0.0 0.1 -0.2 0.089
H 1.1486 1.7125 -1.2097 0.0 -0.4 -0.1 0.036
H 1.6771 1.8267 1.3652 -0.1 -0.2 0.2 0.026
H -0.0476 2.3291 1.5031 0.0 -0.3 0.2 0.049
H 1.0647 3.2049 0.5066 0.0 0.0 0.0 0.074
H 4.2044 -1.9648 -2.7881 0.2 0.0 -0.2 0.050
H 1.9641 -2.7587 -3.8244 -0.3 -0.2 -0.3 0.029
O 3.2924 -4.5008 -3.2198 0.0 0.1 0.1 -0.041
H 3.3307 -4.8873 -2.3382 -0.1 0.0 0.0 0.043
H 3.6389 -5.1887 -3.7980 0.0 0.1 -0.1 0.059
```
Forces are in eV/Å.

## Properties
HOMO level = -0.3034 Ha
frontier orbital gap = 8.195 eV

***

# 2
Entry from the Open Molecules 2025 dataset: one molecule with the formula C18H26N2O2 (ωB97M-V with the def2-TZVPD basis set).

XYZ file:
```
48
Properties=species:S:1:pos:R:3:forces:R:3:nbo_charge:R:1
C -4.3553 5.8582 3.5278 -0.1 -0.2 0.0 -0.713
C -3.6492 4.8491 2.6437 -0.2 0.4 0.3 0.686
O -3.9638 3.6820 2.5914 -0.1 -0.3 0.0 -0.605
N -2.6339 5.4132 1.9282 0.2 0.4 -0.1 -0.602
C -1.7644 4.8191 1.0060 0.2 -0.3 -0.2 0.158
C -0.8036 5.6259 0.3979 0.0 0.0 0.0 -0.266
C 0.0709 5.0783 -0.5204 -0.2 0.0 0.2 -0.176
C 0.0120 3.7364 -0.8519 0.2 -0.2 -0.2 -0.262
C -0.9460 2.9290 -0.2473 0.2 0.5 0.0 0.156
N -1.0811 1.5656 -0.5225 -0.4 0.0 0.4 -0.597
C -0.3957 0.7963 -1.4171 -0.3 -0.4 0.0 0.691
O 0.4990 1.2034 -2.1241 0.2 0.1 -0.2 -0.612
C -0.8461 -0.6550 -1.4424 0.4 0.0 0.0 -0.480
C 0.3218 -1.5639 -1.0456 -0.2 -0.1 -0.1 -0.394
C -0.0642 -3.0370 -1.1562 0.2 0.0 0.1 -0.382
C 1.0651 -4.0335 -0.8616 -0.1 0.3 0.0 -0.207
C 2.2089 -3.9440 -1.8729 -0.1 -0.4 0.0 -0.401
C 3.2364 -5.0416 -1.6099 0.2 0.3 0.0 -0.392
C 3.7865 -4.9286 -0.1913 -0.1 -0.3 0.0 -0.396
C 2.6524 -4.9913 0.8274 0.2 0.3 0.1 -0.392
C 1.6287 -3.8927 0.5531 -0.1 -0.4 -0.1 -0.401
C -1.8305 3.4726 0.6816 -0.1 -0.1 0.0 -0.248
H -3.6535 6.2957 4.2350 0.0 0.1 0.1 0.227
H -5.1486 5.3581 4.0753 0.0 0.0 0.0 0.243
H -4.7856 6.6527 2.9215 0.0 0.1 0.0 0.227
H -2.4761 6.4020 2.0666 -0.1 -0.2 0.0 0.396
H -0.7467 6.6763 0.6465 0.0 0.1 0.0 0.202
H 0.8134 5.7068 -0.9883 0.1 0.0 0.0 0.216
H 0.6936 3.3146 -1.5697 0.0 0.0 0.0 0.257
H -1.8114 1.1143 0.0116 0.2 0.0 -0.2 0.401
H -1.6998 -0.8243 -0.7843 -0.1 0.0 0.0 0.195
H -1.1447 -0.8905 -2.4664 -0.1 0.0 0.0 0.229
H 0.6190 -1.3307 -0.0216 0.1 0.0 0.0 0.200
H 1.1611 -1.3396 -1.7036 0.0 0.1 0.0 0.221
H -0.8893 -3.2355 -0.4661 -0.1 0.0 0.0 0.196
H -0.4314 -3.2269 -2.1682 -0.1 0.0 0.0 0.199
H 0.6265 -5.0364 -0.9458 0.0 0.0 0.0 0.195
H 1.8152 -4.0394 -2.8873 0.0 0.1 -0.1 0.205
H 2.6995 -2.9729 -1.7915 0.0 0.1 0.0 0.196
H 4.0523 -4.9668 -2.3319 0.0 -0.1 0.0 0.206
H 2.7652 -6.0193 -1.7386 0.0 -0.1 0.0 0.191
H 4.5013 -5.7326 -0.0033 0.1 0.1 0.0 0.206
H 4.3153 -3.9786 -0.0843 0.1 0.0 0.0 0.193
H 3.0534 -4.8816 1.8374 0.0 -0.1 0.0 0.205
H 2.1640 -5.9670 0.7663 0.0 -0.1 0.0 0.192
H 2.1155 -2.9220 0.6605 0.0 0.1 0.0 0.195
H 0.8183 -3.9491 1.2837 0.0 0.1 0.0 0.204
H -2.5742 2.8512 1.1529 0.0 0.0 0.0 0.241
```
Forces are in eV/Å.

## Properties
HOMO level = -0.3063 Ha
SMILES = CC(=O)Nc1cccc(NC(=O)CCCC2CCCCC2)c1
ΔE to the lowest compared entry with this formula, charge and spin = 3.6 kJ/mol
frontier orbital gap = 9.025 eV

***

# 3
Entry from the Open Molecules 2025 dataset: a 3-piece molecular cluster, C37H27ClO7S overall (ωB97M-V with the def2-TZVPD basis set).

XYZ file:
```
73
Properties=species:S:1:pos:R:3:forces:R:3:lowdin_charge:R:1
C 2.5448 -2.4531 -3.6584 0.0 -0.4 -0.4 -0.075
C 2.9043 -1.8243 -5.0165 0.2 0.0 0.6 -0.227
C 2.4214 -0.3893 -5.2520 -0.2 -0.5 -0.7 -0.750
Cl 3.7939 0.7777 -5.2353 -0.1 0.1 0.2 0.637
O 1.4140 -0.0307 -4.3307 0.1 0.4 0.1 -0.371
S 0.7152 1.4213 -4.6593 -0.4 0.5 0.5 0.971
O 0.7057 2.1218 -3.3957 0.2 -0.2 -0.5 -0.380
O -0.8645 0.9312 -4.8529 0.6 -0.9 0.0 -0.256
C -1.1365 -0.4325 -4.6596 -0.5 -1.1 0.2 -0.315
C -1.0845 -1.3042 -5.7749 -0.3 -0.2 1.2 -0.018
C -1.3225 -2.6845 -5.5877 -0.1 0.8 1.5 -0.064
C -1.6100 -3.1679 -4.2806 0.2 1.2 -0.2 -0.076
C -1.6914 -2.2801 -3.1752 0.3 0.4 -1.5 -0.058
C -1.4554 -0.8985 -3.3608 0.1 -0.7 -1.2 0.001
H 1.6599 -2.0307 -3.1925 0.1 0.1 0.0 0.062
H 2.3278 -3.5096 -3.8212 0.0 0.0 0.1 0.076
H 3.3981 -2.4207 -2.9859 -0.1 0.2 0.2 0.072
H 2.5652 -2.4567 -5.8352 -0.3 0.1 0.0 0.109
H 3.9902 -1.8092 -5.0814 0.0 0.0 -0.2 0.087
H 2.0048 -0.3190 -6.2565 0.2 0.2 0.0 0.096
H -0.8657 -0.8836 -6.7485 0.0 -0.1 0.0 0.114
H -1.2736 -3.3690 -6.4230 0.0 0.0 0.0 0.097
H -1.7701 -4.2268 -4.1237 0.0 0.0 0.0 0.094
H -1.9281 -2.6499 -2.1870 0.0 -0.1 0.0 0.101
H -1.5110 -0.2010 -2.5358 0.0 0.0 0.0 0.111
C 2.4060 0.8693 2.4983 0.0 0.0 0.0 -0.055
C 2.7572 0.5443 1.1919 0.0 0.0 0.0 -0.057
C 2.6054 -0.7539 0.7343 0.0 0.1 0.0 -0.001
C 2.1116 -1.7358 1.5855 0.0 0.0 0.1 -0.083
C 1.7788 -1.4130 2.9028 0.0 0.0 -0.1 -0.080
C 1.9185 -0.1062 3.3520 0.0 0.1 0.0 0.003
C 1.2893 -2.4567 3.8463 -0.1 0.1 0.2 -0.276
O 0.9943 -2.1803 4.9895 0.0 0.0 0.0 0.110
C 1.1813 -3.8575 3.3463 0.0 0.0 -0.1 -0.081
C 0.7788 -4.8589 4.2213 0.0 -0.1 0.0 -0.001
C 0.6623 -6.1636 3.7724 0.0 0.0 0.0 -0.057
C 0.9399 -6.4734 2.4450 0.0 0.0 0.0 -0.059
C 1.3458 -5.4803 1.5698 0.0 -0.1 0.0 -0.004
C 1.4755 -4.1714 2.0183 0.0 0.0 0.1 -0.083
C 1.9431 -3.1219 1.0704 0.1 0.0 -0.2 -0.278
O 2.1902 -3.3884 -0.0876 0.0 -0.1 0.0 0.098
H 2.5135 1.8866 2.8509 0.0 0.0 0.0 0.110
H 3.1458 1.3071 0.5296 0.0 0.0 0.0 0.110
H 2.8707 -1.0128 -0.2818 0.0 -0.1 0.0 0.115
H 1.6461 0.1397 4.3683 0.0 -0.1 0.0 0.123
H 0.5618 -4.6101 5.2509 0.0 0.1 0.0 0.121
H 0.3531 -6.9428 4.4567 0.0 0.0 0.0 0.107
H 0.8423 -7.4928 2.0952 0.0 0.0 0.0 0.106
H 1.5675 -5.7135 0.5375 0.0 0.1 0.0 0.119
C -3.4811 4.7556 5.7081 0.0 0.0 0.0 -0.059
C -3.7955 5.9817 5.1310 0.0 0.0 0.0 -0.059
C -3.5234 6.2105 3.7927 -0.1 0.1 0.1 -0.003
C -2.9258 5.2171 3.0268 0.0 -0.1 0.0 -0.083
C -2.5918 3.9943 3.6110 0.0 0.1 0.0 -0.083
C -2.8802 3.7644 4.9508 0.0 0.0 0.1 -0.003
C -1.9111 2.9287 2.8219 0.1 -0.2 0.1 -0.279
O -1.6257 1.8651 3.3322 0.0 0.0 0.0 0.101
C -1.5846 3.2113 1.3978 0.0 0.1 0.0 -0.084
C -0.9021 2.2545 0.6536 0.0 0.0 -0.1 0.002
C -0.5973 2.4952 -0.6773 -0.1 0.0 0.2 -0.054
C -0.9851 3.6915 -1.2718 0.0 0.0 0.0 -0.046
C -1.6617 4.6497 -0.5354 0.1 0.0 -0.1 0.003
C -1.9567 4.4191 0.8023 0.0 -0.1 0.1 -0.086
C -2.6560 5.4759 1.5837 0.0 0.2 -0.1 -0.278
O -2.9942 6.5200 1.0660 0.0 0.0 0.0 0.104
H -3.7021 4.5763 6.7521 0.0 0.0 0.0 0.106
H -4.2553 6.7587 5.7274 0.0 0.0 0.0 0.106
H -3.7695 7.1588 3.3354 0.0 0.0 -0.1 0.120
H -2.6287 2.8102 5.3930 0.0 0.0 -0.1 0.120
H -0.6096 1.3249 1.1226 0.0 0.0 0.1 0.113
H -0.0612 1.7571 -1.2541 0.0 0.0 0.0 0.080
H -0.7514 3.8719 -2.3115 0.0 0.0 0.0 0.097
H -1.9608 5.5830 -0.9921 0.0 0.0 0.1 0.120
```
Forces are in eV/Å.

## Properties
HOMO level = -0.3472 Ha
frontier orbital gap = 8.531 eV

***

# 4
Entry from the Open Molecules 2025 dataset: one molecule with the formula C6H11P (ωB97M-V with the def2-TZVPD basis set).

XYZ file:
```
18
Properties=species:S:1:pos:R:3:forces:R:3:nbo_charge:R:1
C -0.7797 1.4526 2.0005 0.5 -0.8 -2.8 -1.114
P -0.1616 0.4045 0.7917 3.0 0.2 0.2 1.365
C 1.5781 -1.0231 0.7573 -1.9 2.2 3.5 -0.852
C 0.5385 1.4763 -0.5372 -1.5 -2.6 -0.9 -0.503
C 0.1391 0.8956 -1.7058 2.6 4.3 0.0 -0.164
C -0.6552 -0.3074 -1.6828 1.5 -4.2 -1.2 -0.453
C -1.2839 -0.5389 -0.3159 -0.1 1.0 1.2 -0.728
H -0.0844 2.1309 2.3982 1.2 1.2 -0.1 0.223
H -1.1498 0.9611 2.8016 -1.8 -1.7 2.5 0.203
H 1.7178 -1.8152 1.4882 -0.8 0.0 0.3 0.209
H 1.4382 -1.4313 -0.1526 0.0 -1.1 -3.3 0.183
H 2.4170 -0.3854 0.9169 0.6 0.7 -0.5 0.207
H 1.1662 2.3408 -0.4159 0.0 0.1 0.0 0.243
H 0.4524 1.4634 -2.6767 -0.8 -1.6 1.5 0.224
H -1.3304 -0.2627 -2.5247 -0.6 -0.4 0.0 0.234
H 0.0745 -1.2523 -1.9189 -1.6 2.1 0.3 0.216
H -2.1321 0.1186 -0.2849 -0.9 0.1 0.1 0.246
H -1.5806 -1.5148 0.1272 0.5 0.4 -1.0 0.260
```
Forces are in eV/Å.

## Properties
HOMO level = -0.2693 Ha
SMILES = C=[P@]1(C)C=CCC1
ΔE to the lowest compared entry with this formula, charge and spin = 262.1 kJ/mol
frontier orbital gap = 8.129 eV

***

Number 1: LUMO level -0.1 eV, M 701.765 g/mol, strongest force on any atom 2.25 eV Å⁻¹. Number 2: LUMO level 0.7 eV, M 302.418 g/mol, strongest force on any atom 0.57 eV Å⁻¹. Number 3: LUMO level -0.9 eV, M 651.136 g/mol, strongest force on any atom 1.71 eV Å⁻¹. Number 4: LUMO level 0.8 eV, M 114.128 g/mol, strongest force on any atom 5.03 eV Å⁻¹.